Entry 1:
The following is a quantum chemistry calculation of a molecular structure, C24H21F12NO2SSiV, from OMol25.

Values from the calculation:
Highest occupied orbital energy (alpha / beta) in eV: -8.0 / -8.0
Expectation value of S²: 0.806
LUMO level (alpha / beta) in eV: -1.410 / -1.170
Kohn-Sham gap (alpha / beta) in eV: 6.59 / 6.80
Multiplicity: 2
Charge: 0

```
63
C24H21F12NO2SSiV, DFT ωB97M-V with the def2-TZVPD basis set
V -0.0071 -1.0032 -0.6017
C -3.6888 2.4155 3.9989
C -2.6997 1.9578 2.9643
C -1.3361 2.1996 3.1054
C -0.4459 1.7739 2.1443
C -0.8694 1.0984 0.9959
N 0.0888 0.7431 0.0143
C 1.0644 1.6690 -0.4200
C 0.8849 3.0304 -0.1473
C 1.8185 3.9866 -0.4927
C 2.9894 3.6343 -1.1469
C 4.0202 4.6544 -1.5412
C 3.1458 2.2986 -1.4868
C 2.2162 1.3131 -1.1687
C 2.3885 -0.0836 -1.7724
O 1.8255 -1.0647 -0.9854
C 1.6343 -0.1134 -3.1309
F 0.3962 0.4091 -2.9458
F 2.2212 0.5778 -4.1019
F 1.4377 -1.3704 -3.5563
C 3.8575 -0.5466 -1.9700
F 4.5220 -0.4511 -0.8163
F 3.8814 -1.8290 -2.3536
F 4.5507 0.1389 -2.8955
C -2.2271 0.7607 0.8906
C -3.1128 1.2322 1.8597
C -2.7766 -0.1345 -0.2307
O -1.8069 -0.9018 -0.8408
C -3.7876 -1.1868 0.3149
F -3.2952 -1.7605 1.4218
F -4.9911 -0.6762 0.6153
F -3.9920 -2.1583 -0.5782
C -3.4296 0.7373 -1.3303
F -2.4834 1.5001 -1.8936
F -3.9843 -0.0078 -2.2917
F -4.3766 1.5535 -0.8497
H -3.3719 3.3512 4.4587
H -4.6748 2.5672 3.5612
H -3.7897 1.6741 4.7944
H -0.9667 2.7256 3.9777
H 0.6117 1.9661 2.2641
H -0.0205 3.3485 0.3469
H 1.6219 5.0238 -0.2490
H 3.8980 5.5754 -0.9724
H 5.0300 4.2808 -1.3704
H 3.9370 4.9043 -2.6010
H 4.0256 2.0282 -2.0508
H -4.1664 1.0149 1.7592
C 2.0759 -4.4143 0.4380
Si 0.2509 -3.9986 0.4951
C -0.6942 -5.0788 1.6910
C -0.4991 -4.0107 -1.2340
H 2.2224 -5.4919 0.3399
H 2.5652 -4.0891 1.3576
H 2.5720 -3.9191 -0.3981
H -0.6429 -6.1264 1.3895
H -1.7439 -4.7872 1.7457
H -0.2680 -4.9858 2.6909
H -0.5007 -5.0220 -1.6465
H 0.0862 -3.4083 -1.9426
H -1.5307 -3.6516 -1.2399
S 0.2107 -1.6917 2.5660
C 0.1293 -2.1812 1.0514
```



Entry 2:
The following is a quantum chemistry calculation of a molecular structure, H16IO8, from OMol25.

Values from the calculation:
Highest occupied orbital energy in eV: -5.1
LUMO level in eV: 2.849
Kohn-Sham gap in eV: 7.93
Charge: -1

```
25
H16IO8, DFT ωB97M-V with the def2-TZVPD basis set
I -0.0115 0.0917 0.0295
O 2.2638 -0.1572 1.2248
H 2.0213 0.2194 2.0707
H 1.6931 0.2820 0.5942
O -0.9300 -1.3593 -2.1342
H -0.5173 -0.6611 -1.6258
H -1.7371 -1.5571 -1.6593
O -2.5431 0.2156 -0.3931
H -2.8011 1.0042 -0.8703
H -1.6049 0.3252 -0.2378
O 1.5638 -1.5524 -1.3684
H 0.8601 -1.1165 -0.8878
H 1.6307 -1.0656 -2.1899
O 1.5973 0.3881 -2.1707
H 2.3128 1.0239 -2.1798
H 1.0618 0.6403 -1.4185
O 0.2386 -0.3500 2.6564
H -0.6177 -0.1604 3.0397
H 0.1844 -0.0050 1.7652
O 0.5525 2.4276 0.7230
H 0.0260 2.6710 1.4845
H 0.1757 1.5995 0.4255
O -1.8408 -1.2949 1.2516
H -1.0353 -0.8706 0.9559
H -2.5429 -0.7384 0.9147
```



Entry 3:
The following is a quantum chemistry calculation of a single C9H12O molecule, from OMol25.

Values from the calculation:
Highest occupied orbital energy in eV: -8.7
SMILES string: CO[C@]12[C@@H]3C=C[C@H]1CC[C@@H]32
LUMO level in eV: 0.998
Kohn-Sham gap in eV: 9.71
Charge: 0

```
22
C9H12O, DFT ωB97M-V with the def2-TZVPD basis set
C -0.3589 -1.1466 0.4840
C 0.5141 -1.9713 -0.4017
C -0.4772 0.4450 -1.6270
C 0.9801 1.1174 -1.3355
C -0.9955 0.0126 -0.3245
C 1.5665 -1.2266 -0.8156
C 1.4280 0.2252 -0.2350
C 0.1018 0.2327 0.6148
C -0.4719 1.0213 2.7470
O 0.0624 1.3459 1.5197
H -1.1527 -1.5988 1.0224
H 0.2365 -2.9543 -0.5366
H -1.1252 1.3240 -2.0184
H -0.3230 -0.2549 -2.4669
H 1.4261 1.3805 -2.3598
H 0.6700 1.9809 -0.8029
H -1.7330 0.6647 -0.0531
H 1.9479 -1.2030 -1.7948
H 2.3780 0.4634 0.3112
H -0.6154 2.0480 3.1356
H 0.2648 0.5541 3.2860
H -1.3191 0.4588 2.7015
```